Density functional theory data (ωB97M-V/def2-TZVPD) for 2 unconnected molecules or ions with the total composition C4H11NO2S.

## Properties
Highest occupied orbital energy in eV: 0.0
Relative energy (zero: lowest compared OMol25 entry of this formula, charge and spin) in kJ/mol: 80.8
Total charge: -2
E in eV: -20744.68756

Each atom is followed by the atoms it is bonded to, with distances in Å.
Cartesian coordinates (Å):
1 C -0.0074 -1.1460 0.2136  N2 1.492, C5 1.525, H8 1.091, H9 1.109
2 N 1.2723 -1.4949 -0.4702  C1 1.492, C3 1.537, H10 1.007
3 C 2.4757 -1.4497 0.4848  N2 1.537, O4 1.345, H11 1.109, H12 1.125
4 O 2.8683 -2.6636 0.9107  C3 1.345
5 C -0.6108 0.1208 -0.3824  C1 1.525, C6 1.576, H13 1.094, H14 1.090
6 C -1.8308 0.5932 0.4963  C5 1.576, S7 1.867, H15 1.093, H16 1.090
7 S -3.1138 1.6385 -0.3675  C6 1.867
8 H 0.1205 -1.1206 1.2966  C1 1.091
9 H -0.7185 -1.9919 0.1243  C1 1.109
10 H 1.2155 -2.3570 -0.9865  N2 1.007
11 H 2.1959 -0.7735 1.3180  C3 1.109
12 H 3.2466 -0.9996 -0.1992  C3 1.125
13 H -1.0498 0.0032 -1.3776  C5 1.094
14 H 0.0456 0.9862 -0.4745  C5 1.090
15 H -1.4305 1.2713 1.2547  C6 1.093
16 H -2.2352 -0.3214 0.9297  C6 1.090
17 H -0.7741 2.8132 -1.5730  O19 0.961
18 H -1.1340 3.3678 -0.2262  O19 0.968
19 O -0.5356 3.5240 -0.9716  H17 0.961, H18 0.968

The computed natural (NBO) charges, all in e, follow:
1 C -0.23
2 N -0.71
3 C 0.14
4 O -0.98
5 C -0.43
6 C -0.50
7 S -0.79
8 H 0.17
9 H 0.15
10 H 0.35
11 H 0.08
12 H 0.05
13 H 0.19
14 H 0.20
15 H 0.17
16 H 0.17
17 H 0.48
18 H 0.49
19 O -0.99

***

Density functional theory data (ωB97M-V/def2-TZVPD) for 2 unconnected molecules or ions with the total composition C4H11NO2S.

## Properties
Highest occupied orbital energy in eV: -0.1
Relative energy (zero: lowest compared OMol25 entry of this formula, charge and spin) in kJ/mol: 35.6
Total charge: -2
E in eV: -20745.15649

Each atom is followed by the atoms it is bonded to, with distances in Å.
Cartesian coordinates (Å):
1 C -0.1871 0.2491 0.6092  N2 1.443, C5 1.517, H8 1.097, H9 1.099
2 N -0.3303 -1.1825 0.7149  C1 1.443, C3 1.473, H10 1.012
3 C -1.0993 -1.7260 1.8475  N2 1.473, O4 1.359, H11 1.124, H12 1.116
4 O -1.1468 -3.0835 1.7953  C3 1.359
5 C 0.1145 0.7281 -0.7984  C1 1.517, C6 1.536, H13 1.096, H14 1.089
6 C 0.5631 2.1959 -0.8628  C5 1.536, S7 1.854, H15 1.074, H16 1.101
7 S -0.1127 3.2148 -2.2560  C6 1.854
8 H 0.6816 0.5446 1.2105  C1 1.097
9 H -1.0532 0.7406 1.0744  C1 1.099
10 H -0.5121 -1.7564 -0.0988  N2 1.012
11 H -2.1394 -1.3038 1.7867  C3 1.124
12 H -0.5980 -1.3608 2.7751  C3 1.116
13 H -0.7856 0.6293 -1.4155  C5 1.096
14 H 0.8618 0.0922 -1.2708  C5 1.089
15 H 1.6267 2.3327 -0.9267  C6 1.074
16 H 0.2065 2.6906 0.0540  C6 1.101
17 H 1.2916 -3.7428 0.5754  O19 0.965
18 H 1.2939 -2.3257 0.9026  O19 0.984
19 O 1.9384 -3.0346 0.6773  H17 0.965, H18 0.984

The computed natural (NBO) charges, all in e, follow:
1 C -0.20
2 N -0.71
3 C 0.14
4 O -0.99
5 C -0.43
6 C -0.51
7 S -0.79
8 H 0.15
9 H 0.15
10 H 0.37
11 H 0.05
12 H 0.07
13 H 0.20
14 H 0.19
15 H 0.18
16 H 0.17
17 H 0.47
18 H 0.50
19 O -1.01

***

Density functional theory data (ωB97M-V/def2-TZVPD) for 2 unconnected molecules or ions with the total composition C4H11NO2S.

## Properties
Highest occupied orbital energy in eV: 0.0
Relative energy (zero: lowest compared OMol25 entry of this formula, charge and spin) in kJ/mol: 55.5
Total charge: -2
E in eV: -20744.94995

Each atom is followed by the atoms it is bonded to, with distances in Å.
Cartesian coordinates (Å):
1 C -0.0100 -0.2720 0.6744  N2 1.446, C5 1.546, H8 1.112, H9 1.093
2 N 0.8683 -0.0415 -0.4506  C1 1.446, C3 1.581, H10 1.019
3 C 2.3824 -0.4232 -0.2028  N2 1.581, O4 1.318, H11 1.108, H12 1.120
4 O 3.1371 -0.3076 -1.2769  C3 1.318
5 C -1.4823 -0.2653 0.2028  C1 1.546, C6 1.571, H13 1.092, H14 1.090
6 C -2.5513 -0.3983 1.3460  C5 1.571, S7 1.833, H15 1.095, H16 1.086
7 S -3.8155 -1.7031 1.1006  C6 1.833
8 H 0.1517 0.6174 1.3225  C1 1.112
9 H 0.0767 -1.1330 1.3428  C1 1.093
10 H 0.5965 -0.4726 -1.3325  N2 1.019
11 H 2.3462 -1.4595 0.1867  C3 1.108
12 H 2.6019 0.3173 0.6079  C3 1.120
13 H -1.6624 -1.1991 -0.3349  C5 1.092
14 H -1.5909 0.5547 -0.5070  C5 1.090
15 H -2.9710 0.5650 1.6548  C6 1.095
16 H -1.9576 -0.7723 2.1753  C6 1.086
17 H 1.8162 2.3725 -2.6884  O19 0.947
18 H 1.0748 1.6353 -1.5940  O19 0.985
19 O 0.9893 2.3852 -2.2264  H17 0.947, H18 0.985

The computed natural (NBO) charges, all in e, follow:
1 C -0.21
2 N -0.73
3 C 0.16
4 O -0.95
5 C -0.42
6 C -0.52
7 S -0.77
8 H 0.15
9 H 0.15
10 H 0.35
11 H 0.05
12 H 0.05
13 H 0.20
14 H 0.19
15 H 0.17
16 H 0.17
17 H 0.45
18 H 0.51
19 O -1.00

***

Density functional theory data (ωB97M-V/def2-TZVPD) for 2 unconnected molecules or ions with the total composition C4H11NO2S.

## Properties
Highest occupied orbital energy in eV: -9.4
Relative energy (zero: lowest compared OMol25 entry of this formula, charge and spin) in kJ/mol: 48.7
Total charge: 0
E in eV: -20746.79878

Each atom is followed by the atoms it is bonded to, with distances in Å.
Cartesian coordinates (Å):
1 C 0.4504 0.5042 2.0055  N2 1.448, C5 1.509, H8 1.096, H9 1.079
2 N -0.3655 1.3569 1.1671  C1 1.448, C3 1.354, H10 1.005
3 C -0.1263 1.6421 -0.1342  N2 1.354, O4 1.207, H11 1.111
4 O -0.9559 2.0877 -0.8898  C3 1.207
5 C 0.9005 -0.7695 1.3340  C1 1.509, C6 1.534, H12 1.100, H13 1.091
6 C -0.2748 -1.6710 0.9342  C5 1.534, S7 1.835, H14 1.073, H15 1.097
7 S -0.7696 -1.5754 -0.8301  C6 1.835, H16 1.336
8 H 1.2975 1.0744 2.4040  C1 1.096
9 H -0.1739 0.2575 2.8504  C1 1.079
10 H -1.2913 1.5911 1.4797  N2 1.005
11 H 0.9170 1.4301 -0.4525  C3 1.111
12 H 1.5167 -0.5317 0.4550  C5 1.100
13 H 1.5183 -1.3393 2.0297  C5 1.091
14 H -0.0277 -2.7002 1.1082  C6 1.073
15 H -1.1645 -1.4434 1.5350  C6 1.097
16 H -1.9360 -0.9482 -0.6558  S7 1.336
17 H 1.5509 1.0052 -2.7172  O19 0.959
18 H 1.1452 -0.2100 -1.8447  O19 0.959
19 O 1.8928 0.2627 -2.2158  H17 0.959, H18 0.959

The computed natural (NBO) charges, all in e, follow:
1 C -0.21
2 N -0.63
3 C 0.52
4 O -0.62
5 C -0.43
6 C -0.51
7 S -0.06
8 H 0.20
9 H 0.20
10 H 0.40
11 H 0.13
12 H 0.22
13 H 0.22
14 H 0.22
15 H 0.22
16 H 0.14
17 H 0.48
18 H 0.48
19 O -0.96

***

Density functional theory data (ωB97M-V/def2-TZVPD) for 2 unconnected molecules or ions with the total composition C4H11NO3.

## Properties
Highest occupied orbital energy in eV: -9.0
Relative energy (zero: lowest compared OMol25 entry of this formula, charge and spin) in kJ/mol: 306.9
Total charge: 0
E in eV: -11956.92890

Each atom is followed by the atoms it is bonded to, with distances in Å.
Cartesian coordinates (Å):
1 C -1.4772 0.6471 -0.3928  N2 1.393, O7 1.219, H8 1.150
2 N -0.2561 1.1852 0.0081  C1 1.393, C3 1.532, C4 1.480
3 C -0.0028 2.6877 0.1704  N2 1.532, H9 1.116, H10 1.128, H11 1.032
4 C 0.9291 0.3033 -0.0819  N2 1.480, C5 1.577, H12 1.110, H13 1.112
5 C 1.8868 0.2875 1.1705  C4 1.577, O6 1.457, H14 1.004, H15 1.136
6 O 2.5935 1.5505 1.0024  C5 1.457, H16 1.040
7 O -1.4341 -0.5702 -0.4408  C1 1.219
8 H -2.4725 1.2202 -0.3401  C1 1.150
9 H -0.1672 3.0228 1.2224  C3 1.116
10 H 0.9827 3.0369 -0.2538  C3 1.128
11 H -0.8134 3.1446 -0.2770  C3 1.032
12 H 1.4641 0.6472 -0.9914  C4 1.110
13 H 0.7620 -0.7325 -0.4499  C4 1.112
14 H 1.3799 0.1720 2.0299  C5 1.004
15 H 2.6645 -0.5406 1.1716  C5 1.136
16 H 3.0178 1.9114 1.8802  O6 1.040
17 H -2.9404 -6.7468 -1.8899  O19 0.945
18 H -3.4882 -5.3711 -1.6666  O19 1.008
19 O -2.6285 -5.8554 -1.8713  H17 0.945, H18 1.008

The computed natural (NBO) charges, all in e, follow:
1 C 0.51
2 N -0.45
3 C -0.41
4 C -0.26
5 C -0.06
6 O -0.75
7 O -0.62
8 H 0.15
9 H 0.19
10 H 0.23
11 H 0.19
12 H 0.20
13 H 0.26
14 H 0.17
15 H 0.17
16 H 0.47
17 H 0.46
18 H 0.47
19 O -0.93

***

Density functional theory data (ωB97M-V/def2-TZVPD) for 2 unconnected molecules or ions with the total composition C4H11NO3.

## Properties
Highest occupied orbital energy in eV: -9.6
Relative energy (zero: lowest compared OMol25 entry of this formula, charge and spin) in kJ/mol: 200.7
Total charge: 0
E in eV: -11958.02983

Each atom is followed by the atoms it is bonded to, with distances in Å.
Cartesian coordinates (Å):
1 O 1.0829 -0.3662 1.4537  C2 1.201
2 C 0.2119 0.4218 1.2048  O1 1.201, C3 1.518, H8 1.109
3 C -0.2082 0.7163 -0.2236  C2 1.518, C4 1.549, N7 1.476, H9 1.097
4 C -1.0830 -0.4097 -0.8278  C3 1.549, C5 1.540, O6 1.468, H10 1.095
5 C -1.2598 -0.4457 -2.3576  C4 1.540, H11 1.084, H12 1.092, H13 1.088
6 O -2.4000 -0.2171 -0.2087  C4 1.468, H14 0.966
7 N -0.8440 2.0443 -0.3284  C3 1.476, H15 1.010, H16 1.001
8 H -0.3702 0.9628 1.9789  C2 1.109
9 H 0.6360 0.7444 -0.9233  C3 1.097
10 H -0.7127 -1.3491 -0.4044  C4 1.095
11 H -2.2575 -0.0628 -2.5405  C5 1.084
12 H -1.1858 -1.4921 -2.6611  C5 1.092
13 H -0.4456 0.0442 -2.8874  C5 1.088
14 H -2.8900 -1.0358 -0.3624  O6 0.966
15 H -1.7832 1.9393 -0.6836  N7 1.010
16 H -0.8974 2.5001 0.5613  N7 1.001
17 H 3.1976 -1.3205 1.7692  O19 0.971
18 H 4.2895 -2.2470 1.3212  O19 0.968
19 O 4.0463 -1.3104 1.2977  H17 0.971, H18 0.968

The computed natural (NBO) charges, all in e, follow:
1 O -0.53
2 C 0.46
3 C -0.19
4 C 0.11
5 C -0.65
6 O -0.75
7 N -0.83
8 H 0.11
9 H 0.21
10 H 0.18
11 H 0.23
12 H 0.22
13 H 0.23
14 H 0.47
15 H 0.37
16 H 0.36
17 H 0.48
18 H 0.46
19 O -0.94

***

Summary of LUMO energy in eV
5.838; 5.941; 5.998; 0.620; 0.784; 0.664
(order as listed above)
Summary of strongest force on any atom in eV/A
2.48; 1.65; 2.17; 0.74; 5.19; 1.76
(order as listed above)